# 1
# C26H25BF3NO2

A cluster of 2 separate species, C26H25BF3NO2 in total in a non-equilibrium geometry (ωB97M-V with the def2-TZVPD basis set, OMol25).

Geometry (Å):
C 0.91211 6.05359 1.52135
H -1.28090 6.03936 -1.62249
C -0.95005 -1.31084 3.63662
C -1.41656 5.30078 -2.38416
B -0.03653 -1.42490 -2.49777
H 2.13096 5.60139 3.22380
O 0.41702 -4.29902 1.20286
C -2.35704 5.52896 -3.36128
C -0.28767 -1.35144 -0.89837
H 1.26254 -7.28747 2.51026
F -0.85575 -2.41508 -3.02606
C -0.49327 -1.68135 1.32866
H 1.98436 2.61113 0.21592
H -2.00853 2.69126 -5.14875
H -0.33291 2.27102 -3.43223
C 2.33093 -5.64984 0.52300
C 0.90660 -6.25811 2.50712
C -0.88042 3.19809 -3.42219
C 0.35475 -3.62271 0.01928
H -2.95225 6.42788 -3.33789
F -0.37256 -0.18255 -3.02626
F 1.30793 -1.69382 -2.72117
H -0.21177 -3.15630 2.84941
C 0.78820 4.34459 -0.20003
H 0.61057 7.01552 1.90451
C 0.42928 5.61204 0.31090
H -1.63061 1.47914 1.83051
H 1.54676 -5.66947 3.16246
C -1.35127 -0.00084 3.34553
H -0.97560 0.70185 -0.91257
C 2.15743 4.02697 1.78604
H 2.80403 3.39666 2.37462
H 2.97341 -5.01860 1.13424
H -0.97940 -1.65632 4.65697
C 0.90491 -5.66152 1.08990
C 1.76743 5.26217 2.26798
C -2.56817 4.59818 -4.36315
H -3.31731 4.77007 -5.11773
H -1.05448 -6.41321 0.55130
H 2.32700 -5.23872 -0.48634
C -0.64108 4.12061 -2.37955
H 0.26894 -7.51325 0.12708
H -1.68450 0.64025 4.14445
C -0.75355 -0.19560 -0.36200
N -0.11909 -2.28140 0.12252
H -0.09892 -6.23924 2.92470
C 1.68249 3.57826 0.57938
C -1.32662 0.47564 2.06368
C -1.82230 3.43503 -4.39137
C -0.03233 -6.46819 0.18114
C -0.89322 -0.37221 1.03755
H 2.75211 -6.65338 0.48612
H -0.19851 6.26541 -0.25783
H -0.02268 -6.05265 -0.82635
H 0.80745 2.81170 -1.62789
C 0.33133 3.75564 -1.41057
O 0.67073 -4.09585 -1.04946
C -0.52343 -2.14929 2.64365

Summary:
Molecular weight = 451.297 g/mol
Electronic energy = -41784.4266 eV
Kohn-Sham gap = 3.1562 eV
E_LUMO = -3.8 eV
Charge = 0

***

# 2
# C26H25CaN3O3

A structure of composition C26H25CaN3O3 in a non-equilibrium geometry (ωB97M-V with the def2-TZVPD basis set, OMol25).

Geometry (Å):
N -0.51332 0.57068 2.21640
C 3.78437 0.39262 1.57288
N -2.35159 -0.15195 0.17700
H -1.09648 0.63879 -2.54964
C -3.00608 -2.20241 -1.88217
C 5.40495 -1.77121 -1.69046
H -1.70818 1.47058 5.74765
H -0.03049 1.84967 -3.45401
Ca 0.38581 -0.27740 0.32388
C -4.69804 -0.18197 0.41634
C -2.30254 0.90264 3.73144
N 2.28646 0.43975 1.49771
H 3.95285 -1.15107 3.11868
C -1.39028 1.15105 4.75930
C 0.35091 1.74169 -1.32838
C 4.33257 -0.42689 0.41004
H 0.27534 3.65877 0.40379
H -5.43603 -1.25960 -4.70200
H 0.77306 1.27963 5.25099
H 3.03250 0.62372 -1.09900
O 0.37353 3.05669 -1.60462
C -3.66174 -0.98452 -1.82955
H -5.25096 0.14040 -2.75842
H -2.20456 -2.48025 -1.24461
C -4.54409 -0.64594 -2.87887
C -4.69748 -1.52210 -3.96688
O -4.04332 0.26094 1.64437
H 1.82683 3.99593 -0.59052
C 0.00923 1.09251 4.46270
C 5.69700 -2.22146 -0.43621
C -1.83095 0.55581 2.48499
H -2.78959 -4.07579 -2.87100
C -3.22458 -3.07477 -2.98346
H 5.91501 -2.20885 -2.54233
C 1.85842 0.62766 2.72266
C 0.43793 0.83665 3.15519
H -5.06830 -1.23942 0.46800
H 4.03313 1.45275 1.41049
H 4.03084 -0.80399 -2.96433
C 3.97585 -0.08284 3.06178
C 3.86957 -0.09780 -0.91783
H -3.71024 1.02140 -1.07496
C 0.71496 3.96788 -0.55307
C 5.16418 -1.53250 0.65085
H -4.25708 -3.46462 -4.85375
H -3.40534 0.98551 3.93965
C -3.60309 -0.05965 -0.67030
H 0.25481 4.93900 -0.81132
C -2.72620 0.22779 1.38678
H 5.36198 -1.84238 1.67009
C 4.35107 -0.89070 -1.92376
O 2.82252 0.51086 3.71224
H 4.92900 0.21514 3.53276
C -0.08309 1.07723 -2.68003
H -5.51141 0.50294 0.20165
H 0.64768 0.31308 -2.95780
H 6.34228 -3.10298 -0.27171
C -4.04958 -2.74671 -4.03932

Summary:
Molecular weight = 467.582 g/mol
Electronic energy = -56414.7487 eV
Kohn-Sham gap (spin up / spin down) = 3.6319 / 3.9409 eV
E_LUMO (spin up / spin down) = -0.3 / -0.2 eV
Charge = 0

***

# 3
# C26H25N6S2V

A structure of composition C26H25N6S2V in a non-equilibrium geometry (ωB97M-V with the def2-TZVPD basis set, OMol25).

Geometry (Å):
H -5.62630 1.69090 0.00100
C 4.99530 3.27250 -0.96310
C 3.71730 3.51170 -1.43820
V -0.32080 0.70590 0.37260
C 0.99070 4.66480 0.89330
C -0.30590 8.09560 3.33530
H 2.87520 5.15630 1.83420
C 3.15880 1.19210 -1.14330
H -4.26700 -2.31110 0.12980
C -3.04820 -0.67040 0.08580
H 2.13550 7.03930 3.12450
C 0.31440 5.26400 -0.17260
C -0.46680 4.47440 -1.00050
C 4.44800 0.95760 -0.68140
C 0.24490 -0.35260 4.33600
H 2.26860 -1.20860 4.13090
H 5.70860 4.07960 -0.88730
C -5.39720 -0.47790 0.26500
H -5.07980 0.81200 -1.44850
C -5.03270 0.85830 -0.35990
C -2.15500 6.61770 2.13960
H 2.67380 -0.88930 -1.29360
H -2.00650 9.29940 3.90480
H 3.43420 4.50970 -1.73870
H 6.36670 1.79220 -0.24690
H -1.55170 0.68480 3.52240
S -3.27100 1.07270 0.09860
C 2.15110 0.06410 -1.14800
H 1.33730 2.77790 1.88600
C 0.84650 3.29520 1.06930
N -0.91160 6.20060 2.04330
C 5.36570 1.98920 -0.59980
H -2.90720 6.01130 1.64990
H 0.40130 6.32420 -0.34570
N 0.04850 0.28880 2.19590
C -0.56890 0.26120 3.37810
C 1.42090 6.49070 2.52570
C 1.83750 5.45640 1.79010
N 0.08290 2.53470 0.27800
H 0.00000 -0.52050 5.36580
H -1.11980 2.46190 -1.41010
C 1.28000 -0.31370 2.35970
C -1.65230 8.42710 3.37300
C 2.02520 -0.41380 1.18120
N -2.57820 7.69560 2.77190
H 1.41750 0.19800 -1.95550
C 2.80190 2.47700 -1.53050
S -1.55540 -1.37490 0.06960
C -0.54670 3.11890 -0.74990
C 1.42220 -0.71470 3.69790
H -5.60300 -0.35760 1.33830
C 0.03720 6.94050 2.62680
H 0.44180 8.69980 3.82330
N -4.22630 -1.30630 0.05880
H 4.74160 -0.04440 -0.40550
H 3.01490 -0.86010 1.15410
H 1.81580 2.66560 -1.93500
H -0.99960 4.90800 -1.83220
H -6.27450 -0.91860 -0.20810
N 1.43670 0.05310 0.11070

Summary:
Molecular weight = 536.606 g/mol
Electronic energy = -83659.6862 eV
Kohn-Sham gap (spin up / spin down) = 6.1992 / 5.4480 eV
E_LUMO (spin up / spin down) = -3.0 / -3.0 eV
Charge = +1
Multiplicity = 2

***

# 4
# C26H25N8OS2SbZn

A structure of composition C26H25N8OS2SbZn (ωB97M-V with the def2-TZVPD basis set, OMol25).

Geometry (Å):
N -0.32714 -0.88716 -2.40245
C -1.72188 -5.53622 1.00567
N 0.10611 -0.61969 2.61687
H 1.62646 2.54051 -1.39999
H -0.87139 1.73767 2.58747
H -2.31802 1.22847 3.45647
C 2.90929 1.19001 -0.33514
C -0.98246 -0.90552 4.72744
H 4.74019 1.93294 -1.15905
N 2.23120 0.15942 0.19468
H 0.95834 -3.55999 4.02072
H 2.96751 3.30977 -0.55055
C -1.22810 1.24368 3.48513
H -1.00239 -5.81777 1.78196
H 0.85053 -3.85016 -3.46348
H -3.46048 -3.41708 1.23533
H 1.56834 2.70663 0.35138
C -1.05181 -0.54042 -3.48822
C -1.76643 0.76954 -3.50958
C 4.23738 -1.15564 0.06226
H -1.74625 -1.07050 -5.43873
C 4.24316 1.07403 -0.72837
O 1.11176 -2.39407 -1.37220
H -2.89992 -1.81614 1.42365
C 0.69025 -1.82144 2.79613
H -1.14569 1.56101 -3.10486
C 0.00755 -4.37819 -0.40972
H -0.11510 -4.61000 -1.47205
S -0.99082 2.24060 -0.08386
H -2.67782 -5.34434 1.48512
H -0.92271 1.82345 4.35874
C 2.90733 -0.97742 0.41644
H 5.94722 -0.22185 -0.85547
N -3.04436 5.29221 -0.33202
S -3.03594 0.16359 0.26030
H 4.72711 -2.10144 0.25621
C -0.68042 -0.14388 3.59388
C 0.45305 -2.60818 3.91039
C 2.22902 2.51215 -0.48984
N -0.69466 -2.19986 0.18272
N -6.14203 2.20376 0.23588
Zn -0.52141 -0.07432 0.11741
H 0.68109 -5.11636 0.02902
H -1.64824 -0.49422 5.47493
Sb 2.04058 -2.69250 1.35681
C 0.27308 -2.93815 -3.50165
C 0.48194 -2.92774 -0.21308
C -5.02611 2.47232 0.14000
C -1.14905 -1.38181 -4.59332
H -2.66080 0.71528 -2.88522
C -1.57533 -3.07906 0.58823
C -2.66937 1.83848 0.08396
C -0.42933 -2.15255 4.88252
H -0.65734 -2.75720 5.75136
N -1.27860 -4.37288 0.26927
H -2.06636 1.02145 -4.52530
C 4.91469 -0.11339 -0.54872
H -0.53531 -3.24130 -5.46427
C -3.31127 4.18318 -0.17246
N -2.67237 -2.79713 1.31278
C -3.64327 2.80846 0.02393
C 0.29928 -2.05971 -2.43363
H -1.84889 -6.37826 0.32607
C -0.48072 -2.58585 -4.60473

Summary:
Molecular weight = 716.825 g/mol
Electronic energy = -117962.9341 eV
Kohn-Sham gap = 7.0337 eV
E_LUMO = -0.3 eV
Charge = 0

***

molecular weight of number 2 (C26H25CaN3O3)? 467.582 g/mol

***

Look up the molecular weight of the third one. 536.606 g/mol

***

The highest molecular weight belongs to which entry? C26H25N8OS2SbZn

***

Number 1 is which compound? C26H25BF3NO2